Molecular formula: C10H18NO3S
Method: DFT, wB97M-V/def2-TZVPD

```
33
Properties=species:S:1:pos:R:3:forces:R:3
C 0.359 -1.443 1.249 0.0521 -0.0581 -0.0494
S -0.180 0.210 1.054 0.0465 0.0503 -0.1207
O 0.721 1.126 1.652 0.0476 0.0170 0.0247
O -0.799 0.402 -0.204 -0.0046 0.0454 0.0148
N -1.587 0.297 2.262 -0.4523 -0.1384 0.0591
C -2.979 0.585 1.701 0.0727 0.0614 0.0971
C -3.841 -0.662 1.613 0.0842 -0.0077 -0.0070
C -3.369 -1.757 0.639 -0.0513 0.0281 0.0438
O -3.352 -3.050 1.206 0.1537 -0.0660 0.2963
H 0.707 -1.604 2.267 0.0753 0.0512 -0.0065
H 1.193 -1.505 0.544 0.0198 -0.1140 0.0565
H -0.431 -2.135 0.960 0.0034 0.0265 -0.0628
H -1.629 -0.562 2.814 0.0895 0.0231 0.0527
H -1.297 1.047 2.894 0.0268 0.0003 -0.0075
H -3.422 1.299 2.392 -0.0073 0.0461 -0.0115
H -2.825 1.082 0.746 -0.0125 -0.0610 -0.0659
H -3.951 -1.098 2.612 -0.0386 0.0365 0.0025
H -4.833 -0.310 1.331 -0.0564 -0.0497 0.0756
H -4.061 -1.832 -0.196 0.0321 0.0628 -0.0787
H -2.397 -1.500 0.209 0.0625 0.0141 -0.0416
H -2.932 -3.059 2.077 -0.1498 0.0244 -0.2648
C 2.400 1.355 -1.547 0.0094 -0.1332 0.0174
C 3.699 1.727 -1.230 -0.0016 0.0007 0.0241
C 4.709 1.578 -2.170 0.0049 -0.0023 -0.0039
C 4.418 1.054 -3.422 0.0010 -0.0001 -0.0028
C 3.120 0.681 -3.738 0.0064 0.0002 -0.0044
C 2.109 0.830 -2.799 -0.0221 -0.0106 0.0037
H 1.612 1.468 -0.815 0.0105 0.1458 -0.0383
H 3.923 2.141 -0.254 0.0010 0.0016 0.0001
H 5.721 1.871 -1.928 -0.0001 0.0021 -0.0007
H 5.206 0.941 -4.155 -0.0001 -0.0003 0.0007
H 2.895 0.278 -4.717 -0.0001 -0.0007 0.0000
H 1.093 0.547 -3.047 -0.0026 0.0045 -0.0024
```
Forces are in eV/Å.

Results
HOMO-LUMO gap   7.825 eV
Charge   +1
LUMO energy   -3.66 eV
DFT total energy   -29121.45763 eV
HOMO energy   -11.5 eV